The following is a DFT calculation (the ωB97M-V functional and the def2-TZVPD basis) of a 2-piece molecular cluster, C2H9NS2 overall at a distorted geometry.

Geometry (Å):
S -1.38 -1.59 -0.64
S -0.65 -1.54 1.44
H -0.90 -0.37 -0.97
H -1.91 -1.30 1.83
C 1.72 3.14 -0.78
C 0.93 1.83 -0.87
N 1.18 0.88 0.26
H 1.49 3.70 0.11
H 1.26 3.63 -1.65
H 2.79 3.00 -0.94
H 1.24 1.30 -1.78
H -0.14 1.99 -0.99
H 2.20 0.80 0.29
H 0.95 -0.04 -0.12

Values from the calculation:
* strongest force on any atom: 3.08 eV/Å
* E_LUMO (alpha / beta): 3.55 / 3.54 eV
* relative energy (zero: lowest compared OMol25 entry of this formula, charge and spin): 60.4 kJ/mol
* gap between HOMO and LUMO (alpha / beta): 3.652 / 7.267 eV
* ⟨S²⟩: 0.754
* 2S+1: 2
* energy: -25379.7696 eV
* total charge: -1